# 1
Below is an isolated ion of composition C2H2N2O3 and charge -2 in a non-equilibrium geometry, with properties calculated with ωB97M-V/def2-TZVPD.

Structure (ORCA input):
```
! RIJCOSX wB97M-V def2-TZVPD def2/J DEFGRID3
* xyz -2 1
O -3.110 -0.801 0.553
O 2.222 1.001 -0.996
O 1.480 1.357 1.080
N -2.017 -0.483 -0.085
N -0.947 -0.188 0.631
C 0.269 -0.253 -0.198
C 1.429 0.788 -0.020
H 0.621 -1.092 0.358
H 0.052 -0.329 -1.323
*
```

The value obtained for the energy is -412.528135 Eh. For the energy above the lowest of the compared OMol25 structures with the same formula, charge and spin, the calculation gives 11.70 kcal/mol. As for the HOMO-LUMO gap: 6.521 eV. The SMILES is O=C([O-])C/N=N/[O-].

Atom charges from the natural (NBO) analysis, given in e for atoms 1 to 5:
1 O -0.705
2 O -0.848
3 O -0.791
4 N 0.012
5 N -0.387

# 2
Below is a 2-piece molecular cluster, C4H7NO overall in a non-equilibrium geometry, with properties calculated with ωB97M-V/def2-TZVPD.

Structure (ORCA input):
```
! RIJCOSX wB97M-V def2-TZVPD def2/J DEFGRID3
* xyz 0 1
O 1.969 -0.519 -1.208
N 1.581 -0.122 -0.120
C -0.038 -1.343 1.430
C 1.727 1.263 0.255
C -2.280 -0.580 -0.378
C 0.878 -0.802 0.778
H -1.553 0.189 -0.274
H 2.433 1.703 -0.442
H -2.001 -1.042 -1.400
H 0.727 1.583 0.102
H -3.294 -0.155 -0.372
H 2.009 1.212 1.217
H -2.158 -1.388 0.413
*
```

The value obtained for the energy is -286.343096 Eh. For the energy above the lowest of the compared OMol25 structures with the same formula, charge and spin, the calculation gives 181.07 kcal/mol. As for the HOMO-LUMO gap (alpha / beta): 8.441 / 8.451 eV.

Atom charges from the natural (NBO) analysis, given in e for atoms 1 to 5:
1 O -0.288
2 N 0.255
3 C 0.066
4 C -0.425
5 C -0.857

# 3
Below is an isolated ion of composition C5H6BrClN5 and charge +1 in a non-equilibrium geometry, with properties calculated with ωB97M-V/def2-TZVPD.

Structure (ORCA input):
```
! RIJCOSX wB97M-V def2-TZVPD def2/J DEFGRID3
* xyz 1 1
Br 2.913 -1.228 -0.540
Cl -2.716 0.158 -1.395
N 3.118 1.549 -0.191
N -1.261 -1.893 -0.207
N -0.209 0.212 -0.517
N -1.331 -3.051 0.389
N 1.037 2.303 -0.077
C 0.994 0.923 -0.238
C 2.368 2.563 -0.007
C -0.264 -1.077 0.028
C 2.279 0.470 -0.366
C -1.251 0.866 -1.037
H 0.185 2.677 0.265
H 2.549 3.619 0.174
H -0.931 -3.289 1.296
H 0.565 -1.361 0.848
H -1.859 -3.794 0.012
H -1.014 2.002 -1.238
*
```

The value obtained for the energy is -3501.757020 Eh. For the energy above the lowest of the compared OMol25 structures with the same formula, charge and spin, the calculation gives 11.13 kcal/mol. As for the HOMO-LUMO gap (alpha / beta): 7.418 / 7.416 eV. The SMILES is N/N=C/[N+](=C\Cl)c1[nH]cnc1Br.

Atom charges from the natural (NBO) analysis, given in e for atoms 1 to 5:
1 Br 0.202
2 Cl 0.242
3 N -0.412
4 N -0.154
5 N -0.299

Question: Look up the energy above the lowest of the compared OMol25 structures with the same formula, charge and spin of the third one.
Answer: 11.13 kcal/mol